(1)
Computed, not measured: C18H26N4O3 in the gas phase, with ωB97M-V/def2-TZVPD.

Properties
Spin multiplicity   1
E_LUMO   0.14 eV
Total energy   -31190.6606 eV
SMILES   CCc1ccc(/C=N/NC(=O)C(=O)NCCCN2CCOCC2)cc1
E_HOMO   -8.46 eV

Last column: Mulliken charge in e.
Atoms and positions in Å:
C -8.79 -2.18 1.02  -1.05
H -9.82 -2.52 1.08  0.34
H -8.15 -3.03 0.84  0.33
H -8.51 -1.75 1.98  0.33
C -8.63 -1.14 -0.09  -1.01
C -7.21 -0.67 -0.16  0.79
C -6.29 -1.32 -0.97  -0.49
C -4.97 -0.92 -1.01  -0.74
C -4.54 0.16 -0.23  0.85
C -5.46 0.82 0.58  -0.72
C -6.78 0.41 0.61  -0.55
H -7.49 0.93 1.24  0.36
H -5.13 1.66 1.17  0.42
C -3.15 0.58 -0.29  -0.55
N -2.75 1.56 0.41  -1.04
N -1.46 1.99 0.39  0.39
C -0.38 1.56 -0.29  0.72
O -0.30 0.63 -1.08  -0.68
C 0.84 2.43 0.05  0.54
O 0.77 3.34 0.86  -0.72
N 1.92 2.05 -0.64  -0.04
H 1.79 1.25 -1.25  0.27
C 3.22 2.64 -0.49  -1.11
C 4.21 1.70 0.21  -0.40
C 4.48 0.44 -0.61  -0.83
N 5.70 -0.22 -0.18  0.03
C 6.16 -1.20 -1.15  -0.56
C 7.50 -1.77 -0.69  -0.64
H 7.85 -2.55 -1.38  0.36
O 7.39 -2.38 0.57  -0.38
C 6.92 -1.45 1.52  -0.75
C 5.56 -0.87 1.11  -0.40
H 5.26 -0.13 1.86  0.37
H 4.81 -1.68 1.08  0.30
H 6.83 -2.00 2.47  0.37
H 7.64 -0.63 1.63  0.36
H 8.24 -0.96 -0.65  0.35
H 6.29 -0.71 -2.12  0.38
H 5.44 -2.03 -1.27  0.33
H 4.62 0.72 -1.66  0.42
H 3.61 -0.24 -0.56  0.29
H 3.81 1.45 1.19  0.29
H 5.15 2.23 0.35  0.36
H 3.60 2.92 -1.48  0.40
H 3.09 3.55 0.11  0.38
H -1.29 2.79 1.00  0.33
H -2.50 0.00 -0.95  0.50
H -4.26 -1.44 -1.64  0.38
H -6.61 -2.16 -1.57  0.39
H -8.93 -1.58 -1.04  0.35
H -9.29 -0.29 0.11  0.35

(2)
Computed, not measured: 2 unconnected molecules or ions with the total composition H4OS, with ωB97M-V/def2-TZVPD.

Properties
Spin multiplicity   1
E_LUMO   0.69 eV
Total energy   -12947.4005 eV
SMILES   O.S
E_HOMO   -10.15 eV

Last column: Mulliken charge in e.
Atoms and positions in Å:
S 1.00 0.73 -0.54  -0.33
H 0.44 1.80 -1.15  0.16
H 1.86 0.56 -1.56  0.16
H -0.98 -0.30 1.32  0.29
H -1.14 -1.56 0.52  0.32
O -1.18 -1.24 1.41  -0.61

(3)
Computed, not measured: C3H5N3S2 in the gas phase in a non-equilibrium geometry, with ωB97M-V/def2-TZVPD.

Properties
Spin multiplicity   1
E_LUMO   -0.30 eV
Total energy   -29327.5460 eV
E_HOMO   -8.19 eV

Last column: Mulliken charge in e.
Atoms and positions in Å:
C 1.90 0.39 -0.10  -0.47
C 0.90 -0.01 -1.05  -0.03
C -0.43 -0.66 -0.53  -0.65
N -1.73 0.82 1.04  -0.34
N -1.30 0.37 -0.14  0.20
N -1.24 0.58 2.14  -0.16
S 0.06 -0.41 2.50  -0.21
S 1.89 0.34 1.50  0.07
H 0.64 0.81 -1.78  0.30
H 1.46 -0.69 -1.69  0.34
H -0.60 -1.38 -1.38  0.25
H -0.18 -1.25 0.33  0.40
H -1.37 1.11 -0.83  0.29

no.,gap between HOMO and LUMO (eV)
1,8.60
2,10.85
3,7.89